Entry 1:
{"formula": "C35H16Cl2F9GeN4O2Tc", "method": "ωB97M-V/def2-TZVPD", "orbital_gap_ev": [5.413, 5.469], "lumo_ev": [-9.05, -8.99], "e_above_lowest_kj_mol": 448.9, "homo_ev": [-14.461, -14.461], "charge": 2, "elements": ["Tc", "Ge", "Cl", "Cl", "F", "F", "F", "F", "F", "F", "F", "F", "F", "O", "O", "N", "N", "N", "N", "C", "C", "C", "C", "C", "C", "C", "C", "C", "C", "C", "C", "C", "C", "C", "C", "C", "C", "C", "C", "C", "C", "C", "C", "C", "C", "C", "C", "C", "C", "C", "C", "C", "C", "C", "H", "H", "H", "H", "H", "H", "H", "H", "H", "H", "H", "H", "H", "H", "H", "H"], "positions_angstrom": [[0.43294, -0.78808, 0.65847], [2.68945, 1.10096, -1.41709], [1.12915, -3.26983, 0.51072], [0.84612, -3.72835, 3.38774], [-0.80188, 1.86006, 0.79028], [-4.16955, 1.63809, -0.18113], [-2.22599, 0.38346, 2.45627], [0.98004, 1.70117, 2.04966], [-2.54771, 0.19824, -5.13564], [-0.47188, -0.21737, 3.58095], [-3.37072, 3.52076, -1.90567], [-1.13726, 1.85056, 3.61689], [-3.34239, -1.67794, -3.39615], [1.94142, -0.90000, 1.86212], [3.55954, -1.85058, 3.08975], [-5.73298, -2.40121, 0.25642], [-1.33372, -1.01760, 0.06042], [0.08164, 1.64728, -4.69073], [-2.54630, 5.38404, -4.58374], [-2.49757, -1.15042, -0.19980], [2.58284, -1.92709, 2.42244], [-0.11055, 1.04525, 1.63228], [3.20361, 5.05322, 1.03697], [-3.43346, -0.40065, -3.05419], [1.99876, 4.79759, 0.39107], [5.35430, -1.66447, 0.21770], [-4.83770, -1.80858, -0.15526], [3.05838, 2.16010, -4.05692], [-3.73627, -1.07056, -0.66294], [1.84346, 3.63354, -0.34099], [-0.91906, 2.32885, -4.56877], [-2.07596, 2.86918, -4.27630], [3.96891, -0.31443, -1.22223], [5.22143, -2.15869, -2.13962], [2.22634, 1.41955, -3.29976], [2.02619, 1.55311, -6.20137], [-2.97051, 1.90592, -3.56271], [4.25368, 4.15039, 0.95141], [0.98114, 0.79007, -5.49827], [4.10192, 2.97756, 0.22409], [-3.02915, 0.57209, -3.94707], [1.97748, -3.30974, 2.13800], [2.89376, 2.71794, -0.42334], [2.94595, 2.23740, -5.50844], [-1.01100, 0.77881, 2.86371], [-3.79149, -0.05300, -1.76086], [-2.33460, 4.26455, -4.44181], [-3.44878, 2.26264, -2.30873], [-3.85620, 1.29046, -1.41672], [1.08913, 0.79184, -3.97220], [4.47658, -0.60310, 0.04843], [1.08588, 0.14531, -0.54211], [4.34194, -1.10013, -2.31384], [5.72480, -2.43953, -0.87556], [3.69767, 2.80302, -6.04385], [3.90236, 2.66832, -3.60135], [4.92649, 2.27834, 0.16097], [0.45691, -0.01257, -6.00228], [2.74899, -4.06366, 2.03624], [0.89672, 3.43944, -0.83600], [0.53364, 0.01360, -3.45961], [3.96674, -0.88092, -3.30800], [3.32289, 5.96401, 1.60859], [6.41643, -3.26124, -0.74325], [5.19053, 4.35684, 1.45112], [4.19369, -0.00746, 0.90874], [5.52186, -2.75858, -2.98864], [2.03147, 1.52466, -7.28271], [5.75023, -1.88049, 1.20153], [1.18443, 5.50641, 0.46166]]}

Entry 2:
{"formula": "C35H18Cl5N4O10S4Y", "method": "ωB97M-V/def2-TZVPD", "orbital_gap_ev": 7.171, "lumo_ev": 3.63, "e_above_lowest_kj_mol": 269.3, "homo_ev": -3.542, "charge": -2, "elements": ["Y", "Cl", "Cl", "Cl", "Cl", "Cl", "S", "S", "S", "S", "O", "O", "O", "O", "O", "O", "O", "O", "O", "O", "N", "N", "N", "N", "C", "C", "C", "C", "C", "C", "C", "C", "C", "C", "C", "C", "C", "C", "C", "C", "C", "C", "C", "C", "C", "C", "C", "C", "C", "C", "C", "C", "C", "C", "C", "C", "C", "C", "C", "H", "H", "H", "H", "H", "H", "H", "H", "H", "H", "H", "H", "H", "H", "H", "H", "H", "H"], "positions_angstrom": [[-0.14723, -0.69263, -0.31664], [0.14669, 5.42597, 0.79645], [-0.60761, 2.54752, 1.60630], [2.08198, 3.58725, -3.86926], [1.07592, 0.73595, -3.13206], [1.54435, 5.95856, -1.92242], [-2.36370, -2.69828, -0.09974], [1.81095, -1.86308, -2.23180], [-2.41504, -3.35633, -4.10720], [2.03143, -3.11969, 0.94662], [2.15898, -4.50853, 0.58372], [2.32325, -0.62481, -0.92404], [-6.11693, 0.46929, 3.64921], [-3.51982, -4.02405, -4.76364], [2.13008, -2.90613, 2.38705], [2.40141, -3.09628, -1.77516], [-1.73759, -2.38269, -4.93564], [0.33193, -1.77740, -2.08408], [0.82760, -2.42067, 0.43482], [-4.62501, 0.21828, 5.30552], [-2.16597, 0.06243, -1.42391], [-1.78965, -0.10378, 1.21393], [0.74517, -0.01426, 1.98195], [-2.87189, -2.66855, -2.68606], [2.01480, 0.09115, 2.34242], [-3.47285, 0.53124, -3.36082], [0.31859, 1.68915, -0.75736], [-2.15812, -3.15122, -1.70878], [2.50950, -0.37472, 3.54614], [4.55866, -0.16435, -0.28102], [5.71509, -0.53696, 0.37422], [-0.12850, -0.53569, 2.85983], [0.29433, -1.08156, 4.06907], [-0.28732, -4.85739, -1.23303], [0.48276, 4.11094, -0.26331], [3.50337, -2.21662, 0.40876], [0.89640, 2.02529, -1.98677], [-3.83925, 0.08372, 3.06666], [4.68335, -2.60142, 1.01614], [-2.55636, -0.26601, 3.46428], [-2.32431, 0.05936, -2.74264], [0.45724, -6.14363, -3.13512], [-4.48039, 1.04722, -2.56644], [0.13592, 2.80298, 0.07115], [5.79559, -1.77570, 0.99460], [-0.45718, -5.50412, -3.96580], [-3.02006, 0.24876, 0.81409], [1.09080, 4.36037, -1.48758], [-1.19086, -4.21214, -2.05996], [1.63363, -1.02062, 4.40059], [3.43819, -1.00705, -0.27652], [-1.55059, -0.36080, 2.50572], [0.55287, -5.80674, -1.79337], [-4.34247, 1.00409, -1.18927], [1.31060, 3.30112, -2.35902], [-4.07174, 0.34169, 1.72222], [-3.18315, 0.46615, -0.63883], [-5.00136, 0.27141, 4.13301], [-1.24812, -4.52829, -3.40903], [6.71385, -2.07559, 1.48259], [-0.53864, -5.75015, -5.01518], [-5.38114, 1.44602, -3.00934], [-5.07879, 0.60619, 1.43672], [6.54646, 0.15408, 0.41784], [-0.19222, -4.58994, -0.19372], [4.48420, 0.79118, -0.78253], [3.55680, -0.26656, 3.77681], [-0.41243, -1.56840, 4.72124], [-2.37561, -0.41809, 4.51850], [1.99169, -1.45567, 5.31955], [4.67976, -3.54686, 1.53834], [-1.50462, -0.33514, -3.33289], [1.31171, -6.24928, -1.16980], [-3.56141, 0.47397, -4.43258], [-5.12454, 1.37076, -0.54622], [2.66400, 0.59487, 1.63705], [1.11295, -6.89540, -3.55144]]}

Entry 3:
{"formula": "C35H23BF9N", "method": "ωB97M-V/def2-TZVPD", "orbital_gap_ev": 6.540, "lumo_ev": -0.84, "smiles": "Fc1cc(F)c(B(c2c(F)cc(F)cc2F)c2c(F)cc(F)cc2F)c(F)c1.Cc1ccc(Cc2cn(C)c3ccccc23)cc1", "e_above_lowest_kj_mol": 0.0, "homo_ev": -7.380, "charge": 0, "elements": ["F", "F", "F", "F", "F", "F", "F", "F", "F", "N", "C", "C", "C", "C", "C", "C", "C", "C", "C", "C", "C", "C", "C", "C", "C", "C", "C", "C", "C", "C", "C", "C", "C", "C", "C", "C", "C", "C", "C", "C", "C", "C", "C", "C", "C", "B", "H", "H", "H", "H", "H", "H", "H", "H", "H", "H", "H", "H", "H", "H", "H", "H", "H", "H", "H", "H", "H", "H", "H"], "positions_angstrom": [[3.20318, -11.70515, 5.57101], [0.53009, -12.92666, 9.27866], [0.46947, -8.42592, 7.74318], [-1.80356, -10.72531, 12.23850], [-2.05330, -7.91071, 10.30984], [-2.08108, -11.97802, 7.57851], [1.63324, -10.89121, 11.06171], [1.55183, -6.55478, 13.13884], [-3.70933, -14.88865, 11.00172], [-1.24383, -7.55383, 4.04783], [-1.74113, -11.45935, 9.91996], [-2.89565, -12.73920, 11.62785], [-3.27505, -13.63371, 10.62112], [0.90256, -9.73439, 7.59513], [2.25330, -11.36314, 6.50860], [1.05916, -9.64105, 11.23848], [-5.57877, -6.15542, 9.49996], [-2.33669, -12.26658, 8.91492], [-2.99736, -3.89925, 4.47690], [-0.45457, -8.10698, 2.97338], [1.83824, -10.02937, 6.61139], [-1.66138, -8.24785, 5.15130], [-0.15497, -9.39282, 10.59377], [0.37211, -10.71939, 8.45443], [-5.56489, -3.80298, 10.50799], [0.95554, -7.52567, 12.34887], [-0.80104, -8.16953, 10.87088], [-0.28469, -7.24059, 11.75982], [-1.71491, -6.25571, 4.10883], [-3.05976, -7.90706, 7.20983], [-2.15899, -11.63526, 11.25211], [-3.13459, -13.34913, 9.24593], [-3.68143, -6.89990, 8.18048], [-2.14847, -4.04780, 3.37127], [-4.94864, -7.13968, 8.73198], [-3.06735, -5.67205, 8.41493], [-3.66524, -4.71678, 9.22980], [-4.95413, -4.91916, 9.71644], [1.75581, -12.37555, 7.32679], [-2.51074, -6.12445, 5.27930], [0.85951, -12.01301, 8.30747], [-2.42407, -7.39288, 5.96091], [1.63956, -8.72915, 12.11010], [-3.18225, -4.91038, 5.42439], [-1.47374, -5.25358, 3.20110], [-0.58661, -10.51735, 9.63942], [-5.68019, -2.92149, 9.86548], [-3.84109, -4.73945, 6.26668], [-6.53392, -6.37985, 9.97339], [-6.54780, -4.08846, 10.89426], [-3.48539, -2.93794, 4.60389], [-1.45516, -9.30607, 5.27882], [-1.05904, -8.83135, 2.42397], [-2.26330, -8.47018, 7.64871], [-3.14862, -3.78811, 9.47645], [0.41543, -8.63178, 3.37454], [-2.00813, -3.25338, 2.62910], [-2.09856, -5.45594, 7.96947], [-0.80584, -5.42395, 2.36302], [2.06041, -13.40966, 7.24656], [-3.11165, -12.88906, 12.68081], [-5.39561, -8.13105, 8.61112], [-0.83127, -6.31937, 11.94996], [2.23309, -9.25823, 5.94720], [-3.56804, -13.99319, 8.47726], [-4.89149, -3.50475, 11.32921], [-3.92134, -8.55008, 6.94577], [-0.13805, -7.31895, 2.29281], [2.59675, -8.99115, 12.56152]]}

Entry 4:
{"formula": "C35H25N3O5PReS", "method": "ωB97M-V/def2-TZVPD", "orbital_gap_ev": [5.652, 5.968], "lumo_ev": [-5.26, -5.09], "spin_multiplicity": 2, "e_above_lowest_kj_mol": 234.7, "homo_ev": [-10.916, -11.059], "charge": 1, "elements": ["Re", "S", "P", "O", "O", "O", "O", "O", "N", "N", "N", "C", "C", "C", "C", "C", "C", "C", "C", "C", "C", "C", "C", "C", "C", "C", "C", "C", "C", "C", "C", "C", "C", "C", "C", "C", "C", "C", "C", "C", "C", "C", "C", "C", "C", "C", "H", "H", "H", "H", "H", "H", "H", "H", "H", "H", "H", "H", "H", "H", "H", "H", "H", "H", "H", "H", "H", "H", "H", "H", "H"], "positions_angstrom": [[0.65767, -1.02154, 0.03528], [-0.78463, -5.72194, -2.01642], [0.65997, 1.36856, -0.08692], [0.07117, -6.76414, -2.47842], [-1.47873, -1.13674, 0.07288], [3.42317, -1.63084, -0.24122], [0.78377, -3.01714, -0.05782], [-2.16623, -5.99854, -1.79502], [-0.13303, -4.99404, -0.66682], [-0.32003, -1.26024, 4.12898], [0.47987, -1.04554, 2.10788], [-3.06743, -0.80984, 3.32038], [3.30827, 0.72796, -0.05652], [4.30727, 3.30926, 0.05228], [-4.71183, -0.84654, 1.57698], [4.68357, 0.94126, -0.02002], [5.17997, 2.23026, 0.03928], [-0.47323, -2.82204, -4.96492], [-1.10913, 1.73506, -3.70822], [-0.72093, 1.26426, -2.46532], [-2.35203, -1.00154, 0.99408], [-0.04333, 2.10736, -1.58482], [2.42927, 1.81806, -0.05832], [0.53897, -2.14724, -2.88542], [-1.68763, 3.10886, 2.78098], [-4.38673, -0.77914, 2.93358], [-0.88003, -4.03064, -4.40422], [-0.65793, -1.04924, 2.83448], [-1.21763, 2.72866, 1.53318], [-3.72563, -0.94744, 0.63688], [-0.91523, 2.90636, 3.91328], [0.27917, -3.80024, -0.90362], [0.25497, -1.90244, -4.22182], [-2.02113, -0.92074, 2.39028], [0.03947, 2.14716, 1.42778], [1.51777, -1.28714, 2.96348], [0.34557, 2.33256, 3.80408], [1.02867, -1.41994, 4.22388], [2.75517, -0.64924, -0.05592], [-0.56573, -4.27414, -3.08822], [0.20137, 3.42906, -1.94492], [-0.16983, 3.88366, -3.19572], [0.82317, 1.94896, 2.56678], [-0.80833, 3.03556, -4.08592], [2.93597, 3.10696, 0.00428], [0.10847, -3.33914, -2.32542], [-1.29303, 3.19776, 4.88318], [0.61497, -0.99734, -4.69062], [4.69427, 4.31526, 0.10268], [1.13677, -1.41774, -2.31202], [1.80317, 1.49836, 2.47028], [5.35017, 0.09376, -0.03332], [2.27187, 3.95766, 0.03868], [-1.06923, 3.38836, -5.07262], [0.05227, 4.89896, -3.48342], [0.95067, 2.17616, 4.68458], [-1.81953, 2.87526, 0.64678], [0.68237, 4.09756, -1.25152], [-3.96303, -0.97904, -0.41452], [-1.62933, 1.07956, -4.39022], [1.51797, -1.62464, 5.15368], [-0.94763, 0.24356, -2.17162], [-2.84473, -0.72224, 4.37298], [-0.96473, -1.32854, 4.90108], [-2.66713, 3.55526, 2.86948], [-5.16903, -0.69554, 3.67068], [6.24537, 2.39616, 0.08098], [2.52867, -1.35664, 2.61478], [-0.72593, -2.60114, -5.99062], [-1.42683, -4.76154, -4.97722], [-5.74463, -0.80194, 1.26868]]}

Which formula does entry 4 have?
C35H25N3O5PReS